# C23H26N2O5

C23H26N2O5 in the gas phase (ωB97M-V/def2-TZVPD, the OMol25 dataset).

Cartesian coordinates (Å):
C: -5.608 -1.479 1.673
C: -4.951 -0.638 0.637
C: -5.479 0.390 -0.068
O: -4.593 0.944 -0.943
C: -3.445 0.248 -0.807
C: -2.254 0.442 -1.477
C: -1.201 -0.404 -1.151
C: -1.320 -1.429 -0.186
C: -2.534 -1.594 0.479
C: -3.595 -0.760 0.172
H: -2.656 -2.358 1.228
C: -0.158 -2.252 0.070
C: 1.000 -2.004 -0.594
C: 1.087 -0.906 -1.548
O: 2.090 -0.579 -2.142
O: -0.040 -0.184 -1.805
C: 2.267 -2.788 -0.404
H: 2.041 -3.856 -0.426
H: 2.933 -2.571 -1.242
C: 2.999 -2.442 0.910
C: 4.019 -1.336 0.667
O: 5.200 -1.565 0.488
N: 3.502 -0.097 0.672
H: 2.500 0.043 0.767
C: 4.311 1.046 0.306
H: 4.673 0.923 -0.723
C: 3.509 2.335 0.430
H: 3.096 2.394 1.439
H: 4.180 3.184 0.294
C: 2.354 2.392 -0.590
N: 1.080 2.665 0.039
C: 0.378 1.766 0.740
O: 0.712 0.612 0.956
C: -0.908 2.424 1.209
H: -1.138 2.141 2.235
C: -0.642 3.917 1.026
H: -1.532 4.471 0.737
H: -0.257 4.345 1.953
C: 0.441 3.958 -0.058
H: 1.169 4.757 0.107
H: 0.005 4.086 -1.057
H: -1.720 2.071 0.570
H: 2.526 3.172 -1.332
H: 2.287 1.438 -1.119
H: 5.188 1.074 0.962
H: 2.286 -2.130 1.674
H: 3.547 -3.317 1.261
C: -0.288 -3.351 1.079
H: -1.121 -4.002 0.818
H: -0.483 -2.923 2.061
H: 0.614 -3.947 1.140
H: -2.125 1.208 -2.223
H: -6.459 0.826 -0.048
H: -6.633 -1.156 1.830
H: -5.066 -1.408 2.615
H: -5.609 -2.523 1.364

Force components x, y, z for each atom (eV/Å):
C 0.0 0.1 -0.1
C -0.3 0.4 -0.2
C 0.0 -0.7 0.6
O 0.2 0.4 -0.4
C 0.6 -0.8 0.5
C 0.0 0.0 -0.1
C -0.7 -0.2 0.5
C -0.1 0.3 -0.3
C 0.0 0.2 -0.2
C 0.1 0.5 -0.5
H 0.0 -0.1 0.1
C 0.5 0.0 -0.3
C -0.4 -0.3 0.2
C 0.5 0.1 -0.3
O -0.3 -0.1 0.1
O 0.1 0.2 -0.2
C 0.0 0.0 0.0
H 0.0 0.0 0.0
H -0.1 -0.2 0.0
C 0.3 -0.1 -0.2
C -0.4 -0.2 0.4
O 0.4 -0.1 -0.2
N -0.1 0.4 0.0
H 0.0 -0.1 0.1
C 0.3 0.0 0.1
H 0.0 0.0 0.1
C 0.1 -0.2 -0.1
H 0.0 0.1 0.0
H 0.0 0.0 0.1
C 0.2 -0.2 0.1
N 0.0 0.2 -0.1
C -0.4 0.3 0.2
O 0.2 -0.4 0.1
C 0.0 0.0 0.1
H 0.0 -0.1 0.0
C 0.0 0.0 0.0
H 0.0 0.1 0.0
H 0.0 0.0 0.0
C -0.2 0.3 -0.1
H -0.1 0.0 0.0
H 0.1 0.1 0.1
H 0.0 0.0 0.0
H 0.0 -0.1 0.0
H 0.0 0.1 0.0
H -0.1 0.0 -0.2
H 0.0 0.0 0.1
H 0.0 0.1 0.0
C 0.1 0.1 -0.1
H -0.1 -0.1 0.0
H 0.0 0.0 0.1
H 0.0 -0.1 0.0
H 0.0 0.1 -0.1
H -0.1 0.1 0.0
H -0.1 -0.1 0.1
H 0.0 0.0 0.1
H -0.1 -0.1 0.0

For the maximum force, the calculation gives 1.13 eV/A. As for the SMILES: Cc1coc2cc3oc(=O)c(CCC(=O)NCCCN4CCCC4=O)c(C)c3cc12. The calculation puts the highest occupied orbital energy at -8.29 eV. For the orbital gap, the calculation gives 8.41 eV. The relative energy (zero: lowest compared OMol25 entry of this formula, charge and spin) is 0.649 eV. Its multiplicity is 1.